No. 1
Here is a cluster of 2 separate species, C5H7NO in total at a distorted geometry from OMol25. Energies are from ωB97M-V with the def2-TZVPD basis set.

Calculated values
- HOMO-LUMO gap (eV) = 10.12
- multiplicity = 1
- HOMO level (eV) = -8.97
- energy relative to the best compared isomer or geometry (same formula, charge and spin) (eV) = 2.391
- molar mass (g/mol) = 97.117
- F_max (hartree/bohr) = 0.0688
- total charge = 0

Structure (XYZ):
```
14
Properties=species:S:1:pos:R:3:forces:R:3:lowdin_charge:R:1
C -0.826 0.996 -3.709 -0.11 0.00 -0.08 -0.02
C -2.047 -0.126 -0.827 2.98 1.09 0.69 -0.02
C -1.213 0.767 -0.235 -2.70 2.10 0.91 -0.28
C 0.709 0.058 0.773 -0.70 -0.44 1.17 -0.24
C 2.199 -0.085 1.064 -0.62 1.96 -2.35 -0.07
N 0.187 0.722 -0.164 0.19 -0.39 -0.49 0.01
O 0.276 1.153 -3.871 0.12 0.01 0.03 0.03
H -3.098 -0.074 -0.887 -0.84 0.34 0.06 0.03
H -1.512 -0.892 -1.355 -0.22 -0.69 -0.17 0.04
H -1.652 1.780 0.258 0.98 -2.48 -1.16 0.15
H -0.012 -0.358 1.565 1.10 0.10 -0.90 0.14
H 2.809 0.453 0.208 -1.17 -0.53 2.13 0.12
H 2.516 -1.096 0.975 0.07 -1.02 0.45 0.05
H 2.255 0.309 2.086 0.90 -0.06 -0.29 0.07
```
Forces are in eV/Å.

---

No. 2
Here is the molecule C5H7NO at a distorted geometry from OMol25. Energies are from ωB97M-V with the def2-TZVPD basis set.

Calculated values
- HOMO-LUMO gap (eV) = 9.79
- multiplicity = 1
- HOMO level (eV) = -8.92
- energy relative to the best compared isomer or geometry (same formula, charge and spin) (eV) = 2.023
- molar mass (g/mol) = 97.117
- F_max (hartree/bohr) = 0.0436
- total charge = 0

Structure (XYZ):
```
14
Properties=species:S:1:pos:R:3:forces:R:3:lowdin_charge:R:1
C 2.043 1.319 0.494 0.26 0.23 0.03 -0.10
C 1.425 -0.035 0.358 0.38 -0.26 0.22 -0.15
C 0.289 -0.337 0.908 -0.26 -0.30 0.60 -0.18
N -0.873 -0.568 1.247 0.05 1.46 -1.70 0.18
C -1.516 -0.006 -0.063 -1.44 -0.60 1.58 -0.46
C -1.909 -1.170 -0.905 -0.41 -0.33 -0.61 -0.01
O -1.844 1.138 -0.186 0.75 -0.93 0.09 0.12
H 1.299 2.072 0.774 0.16 -0.18 -0.08 0.08
H 2.829 1.309 1.254 0.00 0.10 -0.08 0.07
H 2.495 1.608 -0.457 -0.02 0.09 0.09 0.07
H 1.933 -0.867 -0.109 0.24 0.07 -0.18 0.11
H -2.317 -0.843 -1.848 -0.12 0.21 -0.30 0.08
H -2.706 -1.696 -0.367 0.11 0.17 0.08 0.10
H -1.149 -1.923 -1.102 0.30 0.27 0.25 0.09
```
Forces are in eV/Å.

---

No. 3
Here is the molecule C5H7NO from OMol25. Energies are from ωB97M-V with the def2-TZVPD basis set.

Calculated values
- HOMO-LUMO gap (spin up / spin down) (eV) = 7.46 / 7.46
- multiplicity = 1
- HOMO level (spin up / spin down) (eV) = -7.62 / -7.62
- energy relative to the best compared isomer or geometry (same formula, charge and spin) (eV) = 4.411
- molar mass (g/mol) = 97.117
- F_max (hartree/bohr) = 0.0122
- total charge = 0

Structure (XYZ):
```
14
Properties=species:S:1:pos:R:3:forces:R:3:lowdin_charge:R:1
C -0.376 -1.515 -0.474 -0.05 -0.01 0.01 -0.03
C 0.335 -0.185 -0.257 0.07 0.01 0.11 -0.30
C 1.743 -0.137 0.148 -0.07 0.38 -0.01 -0.08
O 1.973 0.901 0.825 0.12 -0.28 -0.04 -0.02
C 0.743 1.745 1.129 -0.34 -0.51 -0.13 0.01
C -0.217 0.956 0.551 0.07 0.23 0.09 -0.40
N -1.594 1.206 0.572 0.06 0.08 -0.08 0.08
H 0.245 -2.204 -1.057 -0.09 0.14 0.11 0.08
H -1.300 -1.356 -1.038 0.10 -0.05 0.11 0.08
H -0.639 -1.995 0.472 0.09 0.12 -0.09 0.09
H 2.569 -0.792 -0.124 -0.14 0.10 0.01 0.15
H 0.417 0.354 -1.223 0.17 -0.22 -0.24 0.19
H -2.109 0.829 -0.212 0.08 0.07 0.07 0.08
H -1.788 2.192 0.690 -0.08 -0.05 0.07 0.08
```
Forces are in eV/Å.

---

No. 4
Here is the molecule C5H7NO at a distorted geometry from OMol25. Energies are from ωB97M-V with the def2-TZVPD basis set.

Calculated values
- HOMO-LUMO gap (eV) = 7.10
- multiplicity = 1
- HOMO level (eV) = -7.09
- energy relative to the best compared isomer or geometry (same formula, charge and spin) (eV) = 6.573
- molar mass (g/mol) = 97.117
- F_max (hartree/bohr) = 0.1061
- total charge = 0

Structure (XYZ):
```
14
Properties=species:S:1:pos:R:3:forces:R:3:lowdin_charge:R:1
C -0.330 1.948 0.965 0.22 0.37 0.10 -0.01
C -0.366 -2.112 -0.528 0.35 -0.46 0.04 -0.01
C 0.186 0.966 -0.017 2.56 3.61 -0.80 -0.35
C 0.279 -0.783 -0.605 3.63 -1.56 -3.77 -0.35
C 1.171 -0.082 0.189 -3.76 0.09 1.97 0.11
O -0.025 1.209 -1.338 0.26 -0.02 2.69 -0.06
N 0.360 -0.052 -1.851 -2.90 -2.16 -0.32 0.01
H 1.659 -0.361 1.116 -0.45 0.06 0.28 0.12
H -1.423 1.974 0.977 0.12 -0.09 -0.01 0.09
H 0.032 1.726 1.971 -0.10 -0.07 -0.11 0.08
H 0.026 2.947 0.695 -0.11 0.02 -0.01 0.09
H 0.242 -2.847 -1.065 -0.02 0.04 -0.03 0.09
H -1.345 -2.086 -1.015 0.19 0.14 0.08 0.09
H -0.466 -2.447 0.506 0.02 0.03 -0.11 0.08
```
Forces are in eV/Å.

---

No. 5
Here is the molecule C5H7NO at a distorted geometry from OMol25. Energies are from ωB97M-V with the def2-TZVPD basis set.

Calculated values
- HOMO-LUMO gap (eV) = 10.91
- multiplicity = 1
- HOMO level (eV) = -10.29
- energy relative to the best compared isomer or geometry (same formula, charge and spin) (eV) = 0.772
- molar mass (g/mol) = 97.117
- F_max (hartree/bohr) = 0.0210
- total charge = 0

Structure (XYZ):
```
14
Properties=species:S:1:pos:R:3:forces:R:3:lowdin_charge:R:1
C -0.679 0.849 -1.758 -0.03 0.04 -0.05 0.00
C -0.534 -0.137 -0.632 -0.44 -0.26 -0.01 -0.42
O -1.296 -1.066 -0.511 0.13 0.53 0.01 0.10
C 0.623 -0.016 0.400 -0.03 -0.07 -0.01 -0.28
C 0.069 -0.033 1.835 -0.07 -0.01 0.08 -0.05
C 1.337 -1.267 0.120 0.33 -1.02 -0.13 -0.20
N 1.671 -2.337 -0.158 0.13 0.95 0.30 0.18
H -1.253 0.358 -2.547 0.06 0.17 0.07 0.09
H 0.269 1.224 -2.152 -0.06 -0.10 0.17 0.09
H -1.258 1.701 -1.384 0.09 -0.02 -0.06 0.10
H 1.271 0.854 0.239 -0.19 -0.24 -0.14 0.14
H -0.677 -0.827 1.906 0.10 0.10 0.05 0.09
H 0.860 -0.225 2.564 -0.08 0.06 -0.17 0.09
H -0.403 0.924 2.080 0.07 -0.13 -0.10 0.09
```
Forces are in eV/Å.

---

No. 6
Here is a structure of composition C5H7NO from OMol25. Energies are from ωB97M-V with the def2-TZVPD basis set.

Calculated values
- HOMO-LUMO gap (eV) = 9.72
- multiplicity = 1
- HOMO level (eV) = -8.92
- energy relative to the best compared isomer or geometry (same formula, charge and spin) (eV) = 4.658
- molar mass (g/mol) = 97.117
- F_max (hartree/bohr) = 0.0128
- total charge = 0

Structure (XYZ):
```
14
Properties=species:S:1:pos:R:3:forces:R:3:lowdin_charge:R:1
O -2.113 1.686 -0.115 0.44 -0.49 -0.02 0.13
C -1.326 0.821 -0.314 -0.40 0.29 -0.09 -0.48
C -0.557 0.089 1.295 0.07 0.06 0.23 -0.10
C 0.910 0.030 0.999 0.08 0.01 -0.22 -0.13
C 1.333 -0.236 -0.235 -0.07 -0.01 0.15 -0.10
C 0.406 -0.482 -1.397 0.10 -0.09 0.03 -0.21
N -0.989 -0.038 -1.259 -0.07 0.28 0.04 0.05
H -0.917 -0.839 1.775 -0.02 0.11 -0.18 0.11
H -0.853 0.905 1.956 0.02 -0.10 -0.15 0.10
H 1.622 0.207 1.804 -0.10 0.03 -0.13 0.10
H 2.397 -0.272 -0.459 -0.14 -0.06 0.05 0.10
H 0.384 -1.553 -1.632 0.03 0.13 -0.02 0.12
H 0.802 0.010 -2.294 -0.03 -0.04 0.14 0.12
H -1.137 -0.470 0.080 0.08 -0.13 0.17 0.19
```
Forces are in eV/Å.